1.
Below is a cluster of 2 separate species, C4H13NO in total, with properties calculated with wB97M-V/def2-TZVPD.

**2S+1**: 2
**HOMO (spin up / spin down)**: -13.5 / -13.5 eV
**⟨S²⟩**: 0.75
**Charge**: +1
**E_LUMO (spin up / spin down)**: -3.335 / -8.625 eV

Last column: Mulliken charge in e.
CARTESIAN COORDINATES (ANGSTROEM)
1 H -2.214 1.013 0.315  0.380
2 C 0.364 0.241 -0.554  -1.466
3 C -0.184 0.573 0.833  0.380
4 O 3.091 -1.037 -5.229  -0.632
5 H 0.638 0.847 1.507  0.401
6 H 3.387 -1.452 -4.411  0.309
7 H 2.540 -1.754 -5.575  0.323
8 C -1.361 1.518 0.772  -1.292
9 H -0.254 0.128 3.228  0.326
10 C -0.686 -0.826 1.490  -0.612
11 H -1.760 -0.639 3.267  0.347
12 N -0.814 -0.653 2.884  -0.127
13 H -0.491 0.070 -1.208  0.362
14 H 0.891 -0.714 -0.575  0.405
15 H -1.589 -1.147 0.989  0.410
16 H -1.141 2.372 0.126  0.392
17 H -1.588 1.972 1.735  0.366
18 H 0.135 -1.525 1.312  0.355
19 H 1.036 1.012 -0.907  0.373

***

2.
Below is a cluster of 2 separate species, C4H13NO in total, with properties calculated with wB97M-V/def2-TZVPD.

**2S+1**: 2
**HOMO (spin up / spin down)**: -13.4 / -13.4 eV
**⟨S²⟩**: 0.75
**Charge**: +1
**E_LUMO (spin up / spin down)**: -2.920 / -9.065 eV

Last column: Mulliken charge in e.
CARTESIAN COORDINATES (ANGSTROEM)
1 H 1.234 0.546 -2.851  0.178
2 H 0.991 2.086 -3.361  0.235
3 O -0.224 -0.580 1.266  -0.080
4 H 0.159 1.178 0.174  0.289
5 H -0.127 -2.468 0.690  0.311
6 N 0.778 1.139 -3.614  -0.666
7 H 1.429 1.067 -4.424  0.259
8 H 0.599 -1.156 -0.421  0.299
9 C 1.038 1.202 2.306  -0.933
10 H -1.565 -2.268 -1.309  0.379
11 H -1.812 -0.470 -1.046  0.338
12 C -0.216 -1.491 0.220  -0.110
13 C -1.513 -1.435 -0.645  -0.990
14 H -1.082 1.370 1.358  0.375
15 H 1.266 2.296 2.323  0.357
16 H 0.670 1.053 3.358  0.312
17 C -0.149 0.835 1.203  -0.227
18 H -2.208 -1.727 0.162  0.355
19 H 1.832 0.488 2.014  0.319

***

Most favorable first, least favorable last: 1, 2

***

1.
Below is a cluster of 8 separate species, C5H28N3O7 in total, with properties calculated with wB97M-V/def2-TZVPD.

**HOMO**: -11.1 eV
**Charge**: +1
**E_LUMO**: -2.592 eV

Last column: Mulliken charge in e.
CARTESIAN COORDINATES (ANGSTROEM)
1 O 4.285 0.594 1.809  -0.602
2 H 0.140 2.642 1.852  0.270
3 C -0.733 -0.866 1.234  0.197
4 H -2.723 2.804 0.526  0.290
5 N 0.198 1.660 1.591  -0.541
6 C -0.151 1.634 4.031  -1.726
7 H 1.110 1.669 1.133  0.149
8 O -2.956 -2.690 -1.121  -0.563
9 H 3.500 -0.811 -0.717  0.263
10 O -2.990 2.076 -0.049  -0.599
11 N 0.142 -2.333 -0.436  -0.316
12 H -0.818 -0.359 -3.158  0.335
13 H 0.935 -2.158 1.436  0.450
14 O 2.662 -0.393 -0.910  -0.558
15 H 0.959 -2.647 -0.936  0.313
16 H -2.097 -1.293 -2.786  0.265
17 H 1.979 1.019 -3.321  0.333
18 O -1.209 -1.012 -2.545  -0.626
19 H 3.435 1.341 -3.569  0.323
20 H 2.655 0.463 -1.372  0.358
21 H -2.475 -3.526 -1.107  0.291
22 H -0.701 1.593 -4.302  0.333
23 C 0.124 -1.803 0.825  -0.475
24 H 3.572 1.231 1.710  0.315
25 N -1.654 -0.277 0.258  0.115
26 H -0.494 0.989 4.857  0.397
27 H -3.893 -2.916 -1.096  0.266
28 H -0.295 0.475 -5.310  0.315
29 O 2.735 1.469 -2.917  -0.694
30 H -1.044 2.254 3.881  0.406
31 H 1.224 0.416 3.066  0.183
32 O -0.200 0.776 -4.395  -0.692
33 H -2.411 0.223 0.724  0.524
34 H -0.619 -1.165 3.270  0.444
35 H 0.548 2.233 4.624  0.365
36 H -0.457 -1.879 -1.105  0.045
37 H -2.257 -0.886 -0.325  0.017
38 H -3.774 2.407 -0.505  0.291
39 H -1.812 -0.045 2.933  0.443
40 C 0.247 0.824 2.805  0.938
41 C -0.791 -0.293 2.629  -1.505
42 H 3.847 -0.262 1.845  0.291
43 H -1.139 0.310 -0.390  0.371

***

2.
Below is a cluster of 8 separate species, C5H28N3O7 in total, with properties calculated with wB97M-V/def2-TZVPD.

**HOMO**: -12.1 eV
**Charge**: +1
**E_LUMO**: -3.083 eV

Last column: Mulliken charge in e.
CARTESIAN COORDINATES (ANGSTROEM)
1 O 2.521 3.164 0.084  -0.701
2 H 0.059 -1.021 3.020  0.284
3 C -3.378 0.113 0.192  0.442
4 H 2.260 3.315 2.920  0.292
5 H -4.345 -0.234 -0.206  0.341
6 H 2.762 -0.913 0.299  0.376
7 H -2.244 -1.153 -1.831  0.433
8 O 0.997 -0.845 2.763  -0.526
9 H -2.667 -2.694 -0.821  0.327
10 C -2.097 -1.666 -0.724  -0.576
11 O -0.621 1.200 -3.740  -0.601
12 H 2.734 1.219 1.330  0.391
13 N -2.743 0.852 -0.952  -0.456
14 H 2.440 3.062 -0.751  0.259
15 H -3.392 2.007 1.230  0.424
16 H 3.391 2.604 0.341  0.416
17 C -0.317 -2.822 -1.656  0.151
18 O 0.535 1.572 0.015  -0.522
19 H -1.723 -0.789 1.164  0.146
20 H 2.556 1.870 3.411  0.185
21 H -0.943 -3.719 -1.923  0.297
22 H -3.199 0.673 2.227  0.413
23 C -3.685 1.031 1.408  -1.487
24 H -3.192 -1.795 1.197  0.300
25 H 4.209 0.373 1.184  0.335
26 H -0.115 -1.071 -0.459  0.172
27 O 2.237 2.345 2.849  -0.525
28 O 3.464 0.915 0.792  -0.785
29 N 0.963 -3.022 -2.045  -0.281
30 H 2.277 -2.015 0.902  0.317
31 N -0.688 -1.856 -0.801  0.075
32 H 1.339 -0.348 3.481  0.262
33 H 1.788 -2.517 -1.623  0.232
34 H -0.168 2.174 -0.047  0.254
35 H 1.205 -3.916 -2.519  0.280
36 C -2.553 -1.045 0.592  -0.795
37 H -3.081 1.682 -1.203  0.250
38 O 2.592 -1.887 -0.001  -0.696
39 H -1.213 0.966 -3.153  0.280
40 H -4.803 1.017 1.558  0.315
41 H 1.250 2.140 0.177  0.377
42 H -1.733 1.079 -0.844  0.023
43 H 0.195 0.792 -3.443  0.305

***

Most favorable first, least favorable last: 1, 2

***

1.
Below is a cluster of 2 separate species, C4H8NO3 in total, with properties calculated with wB97M-V/def2-TZVPD.

**HOMO**: -4.2 eV
**Charge**: -1
**E_LUMO**: 3.844 eV

Last column: Mulliken charge in e.
CARTESIAN COORDINATES (ANGSTROEM)
1 H 1.176 4.029 0.025  0.270
2 C 0.272 -2.086 -0.818  -0.817
3 C -1.139 -2.267 -0.345  0.665
4 O -2.090 -2.541 -1.047  -0.634
5 N -1.263 -2.172 1.016  -0.520
6 H -2.209 -2.189 1.360  0.240
7 C 0.951 3.136 0.597  -0.871
8 H 0.614 -2.948 -1.386  0.279
9 H 0.958 -1.938 0.024  0.285
10 H 0.454 -1.175 -1.384  0.213
11 C 0.424 2.067 -0.418  0.543
12 H -0.684 -1.430 1.409  0.279
13 O 0.424 0.879 -0.004  -0.682
14 H 0.223 3.343 1.367  0.220
15 H 1.834 2.768 1.121  0.250
16 O 0.054 2.523 -1.516  -0.718

***

2.
Below is a cluster of 2 separate species, C4H8NO3 in total, with properties calculated with wB97M-V/def2-TZVPD.

**HOMO**: -4.4 eV
**Charge**: -1
**E_LUMO**: 3.743 eV

Last column: Mulliken charge in e.
CARTESIAN COORDINATES (ANGSTROEM)
1 H -0.094 1.808 2.834  0.285
2 H -0.682 1.170 1.250  0.197
3 O 0.897 -0.755 1.806  -0.707
4 H 0.548 2.385 1.256  0.240
5 H -2.337 -1.787 -0.569  0.207
6 H 0.738 -0.094 -0.787  0.147
7 C 0.398 -0.357 -1.791  -0.654
8 C 0.183 1.521 1.823  -0.778
9 H -1.174 -0.682 0.172  0.191
10 C 1.296 0.436 1.841  0.588
11 O -1.221 -1.860 -2.742  -0.675
12 N -1.564 -1.143 -0.636  -0.345
13 C -0.807 -1.251 -1.765  0.546
14 H 0.096 0.555 -2.308  0.202
15 O 2.467 0.860 1.897  -0.735
16 H 1.258 -0.805 -2.280  0.290

***

Most favorable first, least favorable last: 2, 1

***

1.
Below is a cluster of 2 separate species, C4H8NO3 in total, with properties calculated with wB97M-V/def2-TZVPD.

**HOMO**: -4.5 eV
**Charge**: -1
**E_LUMO**: 3.918 eV

Last column: Mulliken charge in e.
CARTESIAN COORDINATES (ANGSTROEM)
1 N -0.859 -0.065 1.504  -0.272
2 H -1.047 -2.621 -0.565  0.318
3 H 1.588 1.835 0.913  0.175
4 H 1.302 3.249 -0.215  0.267
5 H -0.720 0.636 0.787  0.220
6 H -0.988 0.241 2.464  0.197
7 O -0.232 1.186 -1.225  -0.737
8 O -1.424 -2.269 1.781  -0.685
9 H 0.066 -1.268 -0.839  0.229
10 C -1.121 -1.312 1.081  0.562
11 H -1.649 -1.068 -1.040  0.273
12 C -0.897 -1.547 -0.412  -0.893
13 O 1.831 0.399 -1.603  -0.740
14 C 1.004 1.171 -1.053  0.648
15 C 1.671 2.234 -0.106  -0.871
16 H 2.737 2.152 -0.337  0.312

***

2.
Below is a cluster of 2 separate species, C4H8NO3 in total, with properties calculated with wB97M-V/def2-TZVPD.

**HOMO**: -3.8 eV
**Charge**: -1
**E_LUMO**: 1.389 eV

Last column: Mulliken charge in e.
CARTESIAN COORDINATES (ANGSTROEM)
1 H -1.724 1.350 1.286  0.157
2 C 1.470 0.062 0.709  -0.529
3 N -0.948 -0.089 -0.026  -0.149
4 C -2.148 0.690 0.470  -0.261
5 O 0.180 1.871 -0.325  -0.595
6 H 1.172 -1.058 -1.102  0.320
7 H 1.587 -0.956 1.088  0.333
8 H -0.738 -0.872 0.580  0.282
9 C 0.157 0.669 -0.159  0.783
10 H 1.557 0.909 1.366  0.283
11 H 2.808 -3.231 -1.083  0.122
12 H -2.396 1.376 -0.350  0.199
13 H 2.195 0.463 -1.318  0.300
14 C 1.482 -0.084 -0.719  -0.452
15 O 2.344 -2.448 -0.770  -0.987
16 O -3.132 -0.041 0.870  -0.805

***

Most favorable first, least favorable last: 1, 2

***

1.
Below is a cluster of 2 separate species, C4H8NO3 in total, with properties calculated with wB97M-V/def2-TZVPD.

**HOMO**: -4.6 eV
**Charge**: -1
**E_LUMO**: 3.641 eV

Last column: Mulliken charge in e.
CARTESIAN COORDINATES (ANGSTROEM)
1 C 1.278 -2.309 1.393  -1.299
2 C -1.935 1.803 -0.722  -0.871
3 H 0.634 0.376 -0.354  0.362
4 C 0.399 -1.349 0.774  0.766
5 N 1.213 -0.484 0.126  -0.450
6 O -0.780 -1.508 0.652  -0.619
7 H -2.262 0.792 -0.502  0.234
8 H -1.599 2.248 0.169  0.239
9 H 2.020 -1.827 2.050  0.280
10 H -2.750 2.400 -1.072  0.330
11 H 2.078 -0.245 0.456  0.199
12 H 1.898 -2.838 0.641  0.270
13 O 0.435 1.529 -1.190  -0.736
14 H 0.918 -3.126 1.955  0.398
15 O -0.865 2.569 -2.697  -0.655
16 C -0.683 1.969 -1.678  0.553

***

2.
Below is a cluster of 2 separate species, C4H8NO3 in total, with properties calculated with wB97M-V/def2-TZVPD.

**HOMO**: -4.4 eV
**Charge**: -1
**E_LUMO**: 3.817 eV

Last column: Mulliken charge in e.
CARTESIAN COORDINATES (ANGSTROEM)
1 O 0.481 2.768 -1.987  -0.737
2 O 0.244 -2.565 2.488  -0.670
3 H -1.620 0.311 -1.713  0.214
4 H -1.580 1.537 -2.990  0.283
5 C 0.255 -1.638 1.690  0.458
6 H -0.948 -0.465 2.817  0.196
7 H -0.020 -2.421 -0.309  0.225
8 O 0.552 0.963 -0.676  -0.763
9 C -0.014 1.730 -1.513  0.503
10 H -2.144 1.923 -1.313  0.202
11 H 0.426 -0.765 -0.282  0.055
12 H 1.695 -1.870 0.056  0.260
13 C -1.432 1.368 -1.925  -0.773
14 N -0.510 -0.518 1.914  -0.335
15 C 0.628 -1.736 0.237  -0.390
16 H -0.349 0.323 1.374  0.270

***

Most favorable first, least favorable last: 2, 1